Density functional theory data (wB97M-V/def2-TZVPD) for a 2-piece molecular cluster, C23H45BCl2N3O9 overall.

Last column: Löwdin charge in e.
Element x y z (Å)
1 C -0.537 -4.557 -3.244  -0.052
2 C -1.455 -3.527 -2.569  -0.220
3 N -0.981 -2.939 -1.328  0.043
4 N -0.114 -1.794 -1.307  -0.065
5 C 1.252 -2.266 -0.885  -0.156
6 O 1.819 -2.904 -1.979  -0.160
7 C 2.995 -3.626 -1.613  -0.035
8 C 0.078 -1.157 -2.657  -0.044
9 C -0.950 -0.117 -3.000  -0.148
10 O -0.936 0.957 -2.095  -0.107
11 C -0.516 0.725 -0.760  -0.336
12 C 0.994 1.165 -0.672  -0.070
13 C 1.474 1.884 -1.943  -0.375
14 C 2.516 2.906 -1.726  0.058
15 O 1.008 3.155 -2.097  -0.046
16 C -1.267 1.897 -0.013  -0.527
17 Cl -0.675 2.224 1.650  0.771
18 C -2.792 2.149 0.059  -0.717
19 C -3.561 1.574 1.255  -0.131
20 Cl -3.679 1.931 -1.470  0.709
21 C -0.725 -0.773 -0.294  -0.114
22 C -0.152 -0.915 1.127  -0.133
23 C -0.147 -2.289 1.845  -0.168
24 C -0.644 -2.173 3.296  -0.133
25 C -1.677 -3.235 3.640  -0.176
26 O -2.396 -2.861 4.817  -0.010
27 C -3.437 -2.026 4.575  -0.557
28 C -4.663 -2.672 4.020  0.024
29 O -3.374 -0.874 4.830  0.159
30 B -2.295 -1.249 -0.222  -0.585
31 N -3.174 -1.278 -1.406  0.152
32 O -2.776 -1.568 1.018  0.160
33 H 0.199 -4.932 -2.540  0.069
34 H -1.132 -5.377 -3.628  0.081
35 H 0.023 -4.113 -4.062  0.075
36 H -2.380 -4.038 -2.304  0.125
37 H -1.756 -2.777 -3.289  0.112
38 H -0.737 -3.616 -0.624  0.142
39 H 1.861 -1.428 -0.560  0.135
40 H 1.148 -2.966 -0.061  0.124
41 H 2.732 -4.588 -1.177  0.099
42 H 3.547 -3.808 -2.527  0.102
43 H 3.614 -3.045 -0.933  0.100
44 H 1.045 -0.672 -2.622  0.128
45 H 0.156 -1.896 -3.442  0.131
46 H -1.943 -0.523 -3.142  0.105
47 H -0.636 0.279 -3.968  0.151
48 H 1.148 1.920 0.086  0.080
49 H 1.691 0.353 -0.486  0.101
50 H 1.599 1.299 -2.855  0.141
51 H 2.960 3.419 -2.567  0.111
52 H 2.551 3.532 -0.845  0.112
53 H -0.873 2.748 -0.559  0.102
54 H -2.834 3.223 0.197  0.089
55 H -3.716 2.339 2.005  0.085
56 H -4.531 1.203 0.935  0.070
57 H -3.035 0.766 1.748  0.045
58 H -0.832 -0.315 1.712  0.066
59 H 0.836 -0.480 1.224  0.118
60 H -0.745 -3.055 1.354  0.095
61 H 0.879 -2.646 1.885  0.107
62 H -1.116 -1.208 3.463  0.112
63 H 0.176 -2.283 3.998  0.126
64 H -2.375 -3.385 2.816  0.105
65 H -1.206 -4.191 3.848  0.134
66 H -5.492 -1.991 4.166  0.094
67 H -4.889 -3.613 4.508  0.097
68 H -4.566 -2.862 2.953  0.072
69 H -3.387 -2.244 -1.625  0.069
70 H -4.079 -0.864 -1.203  0.066
71 H -3.699 -1.321 1.134  0.117
72 C 3.351 7.526 -0.648  -0.036
73 O 4.404 6.556 -0.655  -0.007
74 C 5.046 6.440 0.509  -0.632
75 O 4.803 7.058 1.509  0.131
76 O 5.997 5.518 0.369  -0.001
77 C 6.779 5.301 1.548  -0.036
78 H 2.927 7.512 -1.647  0.093
79 H 2.588 7.260 0.082  0.096
80 H 3.743 8.516 -0.428  0.100
81 H 6.151 4.955 2.367  0.096
82 H 7.294 6.214 1.839  0.100
83 H 7.504 4.536 1.288  0.093

## Properties
- Lowest unoccupied orbital energy: -2.32 eV
- HOMO energy: -12.43 eV
- Charge: +1
- Electronic energy: -73190.87493 eV

Density functional theory data (wB97M-V/def2-TZVPD) for a 2-piece molecular cluster, C3H8NO3 overall.

Last column: Löwdin spin population.
Element x y z (Å)
1 O -0.905 -1.845 1.681  0.001
2 C -0.570 -1.162 0.743  0.002
3 C -0.735 0.322 0.807  0.003
4 N 0.280 0.997 -0.017  0.034
5 C -0.115 1.088 -1.574  0.117
6 O -1.392 0.875 -1.753  0.737
7 H -0.361 -1.565 -0.254  0.000
8 H -0.723 0.809 1.784  0.000
9 H -1.768 0.483 0.416  0.000
10 H 0.290 1.974 0.255  0.001
11 H 0.693 0.570 -2.098  0.025
12 H -0.009 2.188 -1.738  0.079
13 H 2.107 0.048 -0.231  0.000
14 H 2.443 -0.904 0.958  0.000
15 O 2.787 -0.531 0.142  0.000

## Properties
- Lowest unoccupied orbital energy (spin up / spin down): 0.53 / -2.64 eV
- Multiplicity: 2
- HOMO energy (spin up / spin down): -9.85 / -9.85 eV
- Relative energy (zero: lowest compared OMol25 entry of this formula, charge and spin): 1.921 eV
- ⟨S²⟩: 0.755
- Charge: 0
- Electronic energy: -10869.74823 eV

Density functional theory data (wB97M-V/def2-TZVPD) for a 2-piece molecular cluster, C3H11NOS overall.

Last column: Löwdin charge in e.
Element x y z (Å)
1 C -0.701 0.383 -2.030  -0.072
2 N -0.809 0.124 -0.477  -0.141
3 C 0.051 1.027 0.360  -0.286
4 C 0.519 0.040 1.450  -0.573
5 S -0.794 -0.294 2.618  0.742
6 H -0.805 -0.610 -2.473  0.060
7 H 0.323 0.923 -2.229  0.108
8 H -1.520 0.896 -2.404  0.026
9 H -1.746 0.466 -0.205  0.079
10 H 0.872 1.383 -0.270  0.103
11 H -0.556 1.827 0.694  0.087
12 H 0.876 -0.945 0.988  0.024
13 H 1.414 0.368 1.948  0.063
14 H -1.732 0.293 1.983  -0.204
15 O 1.906 -2.080 -0.100  -0.068
16 H 1.191 -1.611 -0.604  0.050
17 H 1.510 -2.187 0.750  0.002

## Properties
- Lowest unoccupied orbital energy: 0.78 eV
- HOMO energy: -8.94 eV
- Relative energy (zero: lowest compared OMol25 entry of this formula, charge and spin): 2.144 eV
- Charge: 0
- Electronic energy: -17660.27743 eV
- Structure (SMILES): CNCCS.O

Density functional theory data (wB97M-V/def2-TZVPD) for a 2-piece molecular cluster, C7H4N2OS overall.

Last column: Löwdin charge in e.
Element x y z (Å)
1 C -1.835 -1.138 0.313  -0.143
2 C -1.491 2.956 0.425  -0.414
3 C 0.728 -0.023 1.106  -0.172
4 C 1.916 0.541 1.205  -0.381
5 C 1.407 0.023 -1.112  -0.311
6 C 0.426 -0.380 -0.221  -0.308
7 C -0.843 -0.938 -0.639  -0.173
8 N -2.640 -1.391 1.082  0.274
9 N -1.415 1.867 0.031  -0.187
10 O -0.957 -1.283 -1.908  0.231
11 S 2.704 0.709 -0.315  1.096
12 H -0.118 -0.142 1.902  0.167
13 H 2.443 0.831 2.245  0.147
14 H 1.364 0.156 -2.163  0.089
15 H -1.690 -1.789 -1.952  0.086

## Properties
- Lowest unoccupied orbital energy (spin up / spin down): -3.29 / -3.28 eV
- HOMO energy (spin up / spin down): -7.89 / -7.89 eV
- Charge: 0
- Electronic energy: -23180.94564 eV